{
  "formula": "C20H54ClN4O11",
  "method": "the ωB97M-V functional and the def2-TZVPD basis",
  "elements": ["Cl", "O", "O", "O", "O", "C", "O", "C", "C", "N", "C", "C", "O", "C", "H", "H", "H", "H", "H", "H", "H", "H", "H", "H", "H", "H", "H", "H", "H", "C", "C", "O", "O", "H", "H", "H", "H", "H", "H", "C", "C", "C", "O", "C", "N", "H", "H", "H", "H", "H", "H", "H", "H", "H", "H", "H", "C", "C", "C", "O", "C", "N", "H", "H", "H", "H", "H", "H", "H", "H", "H", "H", "H", "C", "C", "C", "O", "C", "N", "H", "H", "H", "H", "H", "H", "H", "H", "H", "H", "H"],
  "xyz": [[38.475181, -3.953941, 2.502335], [38.553086, -3.192884, 3.728565], [38.829683, -5.332869, 2.689153], [37.132859, -3.833012, 1.968695], [39.388012, -3.343615, 1.551439], [32.118256, -3.699100, -1.122223], [33.026948, -3.487948, -0.081131], [32.547371, -2.606996, 0.915905], [33.740790, -2.120025, 1.717563], [34.191147, -3.020436, 2.753215], [33.441362, -2.937782, 3.965488], [33.973068, -3.892691, 5.013686], [33.688457, -5.212050, 4.640837], [34.136512, -6.145330, 5.581168], [32.611650, -4.352541, -1.842895], [31.800159, -2.746908, -1.559016], [31.239245, -4.281906, -0.803698], [31.788414, -3.133765, 1.506682], [32.077324, -1.712964, 0.474682], [33.567843, -1.084291, 2.074541], [34.569977, -1.953520, 1.023689], [35.197287, -3.058802, 2.820996], [32.403801, -3.238720, 3.771823], [33.354780, -1.931692, 4.419492], [33.505073, -3.673939, 5.986484], [35.051222, -3.723495, 5.151595], [33.500959, -7.037707, 5.602001], [34.081905, -5.742416, 6.600562], [35.139089, -6.524613, 5.354002], [42.262068, -3.933633, 3.414007], [42.577954, -2.621587, 2.749973], [43.923442, -2.606204, 2.308733], [43.012014, -4.156341, 4.611292], [42.290702, -4.728322, 2.669955], [41.198802, -3.934830, 3.686981], [42.447861, -1.806893, 3.481583], [41.841067, -2.434064, 1.967606], [44.082356, -1.977770, 1.602032], [43.062104, -3.283815, 5.011054], [42.820863, -7.388518, 2.989397], [41.960937, -8.173487, 2.002851], [41.195559, -9.297354, 2.673285], [42.094809, -10.191934, 3.341318], [41.874512, -10.249327, 4.723109], [40.946356, -7.321442, 1.343798], [43.439121, -8.085635, 3.566520], [42.336383, -6.794244, 3.768946], [43.463935, -6.693555, 2.446521], [42.629698, -8.485429, 1.197934], [40.652105, -9.856849, 1.910266], [40.495105, -8.852571, 3.384042], [40.869373, -10.475504, 5.074603], [42.359388, -9.414383, 5.249129], [42.533147, -11.055345, 5.089958], [41.400162, -6.489671, 0.983655], [40.263019, -6.984448, 2.016303], [37.680445, 0.384929, 1.580358], [39.085215, 0.513820, 0.992586], [39.525989, 1.957705, 0.971533], [38.659991, 2.873936, 0.345548], [38.847480, 2.922967, -1.053117], [40.038219, -0.237345, 1.856853], [37.386331, -0.650926, 1.748734], [36.938109, 0.901353, 0.961313], [37.600669, 0.918314, 2.534914], [39.144730, -0.008807, 0.036248], [40.536081, 2.006288, 0.520904], [39.795135, 2.325037, 1.967819], [38.732870, 1.928518, -1.491598], [39.839882, 3.318239, -1.309926], [38.126261, 3.634626, -1.451568], [39.956776, -1.215277, 1.588004], [39.632156, -0.264652, 2.790367], [36.059416, -2.898301, -1.764188], [36.753325, -4.211849, -2.023502], [38.242810, -4.014423, -2.270276], [38.829486, -5.271614, -2.528575], [40.214626, -5.318676, -2.296412], [36.506541, -5.195446, -0.935027], [36.492960, -2.393011, -0.893954], [35.040394, -3.084419, -1.406330], [35.973541, -2.266812, -2.648138], [36.362914, -4.723604, -2.911700], [38.704089, -3.524843, -1.402029], [38.384091, -3.361737, -3.147665], [40.516716, -5.265414, -1.248902], [40.695244, -4.530712, -2.896044], [40.579750, -6.254744, -2.722428], [37.270000, -5.847741, -1.120940], [36.796867, -4.750594, -0.062751]],
  "forces_ev_per_a": [[-0.2, 1.2, -0.4], [0.0, -0.5, 0.2], [-0.1, 0.0, 0.3], [0.0, -0.3, 0.1], [0.3, -0.2, -0.3], [-0.1, -0.7, 0.1], [0.0, 0.2, 0.0], [0.2, 0.1, -0.1], [0.6, 0.3, 0.1], [-0.4, 0.3, -0.7], [-0.2, -0.4, 0.5], [0.1, 0.5, 0.2], [-0.3, -0.3, -0.1], [0.0, -0.6, 0.4], [0.1, 0.3, -0.2], [-0.1, -0.1, -0.2], [-0.1, 0.3, 0.2], [0.1, 0.1, 0.2], [-0.1, -0.2, -0.2], [-0.4, -0.2, 0.3], [-0.1, -0.4, -0.2], [0.1, 0.0, 0.3], [0.0, 0.0, -0.1], [0.3, 0.1, -0.1], [-0.1, 0.0, 0.0], [0.1, -0.2, -0.1], [-0.2, 0.2, -0.4], [0.3, 0.1, 0.0], [0.2, 0.4, 0.1], [-1.3, 0.3, 0.1], [-0.2, 0.5, 0.4], [0.5, -0.4, -0.2], [0.2, -0.3, -0.7], [0.9, -0.3, 0.4], [0.0, 0.3, -0.1], [-0.1, 0.0, 0.0], [0.2, -0.1, -0.2], [-0.4, 0.1, 0.0], [0.1, 0.0, 0.2], [0.6, -0.3, 0.6], [-0.7, 1.6, 0.2], [0.8, -0.2, -0.4], [-0.9, 0.2, -0.1], [2.1, -0.8, 0.8], [0.2, -0.3, 0.0], [0.3, 0.1, -0.3], [-0.6, -0.1, -0.3], [0.1, -0.1, 0.0], [-0.1, -0.6, 0.1], [-0.2, 0.0, 0.1], [-0.1, 0.0, 0.0], [-0.3, 0.3, -0.3], [-0.8, 0.5, -0.1], [-0.4, -0.2, -0.2], [-0.1, 0.0, -0.1], [0.0, 0.1, 0.0], [-0.6, 0.6, -0.3], [-0.3, -1.0, 1.5], [1.7, 0.3, -0.4], [-0.1, 0.1, 0.0], [0.1, 0.2, 0.2], [-0.2, 0.1, -0.2], [0.1, 0.0, -0.2], [0.0, -0.3, -0.2], [0.3, -0.1, 0.1], [-0.1, 0.5, -0.3], [-0.3, -0.1, -0.4], [-0.8, -0.2, 0.3], [-0.1, 0.1, -0.2], [0.1, -0.2, 0.1], [-0.2, -0.2, -0.1], [0.1, -0.1, 0.0], [0.2, 0.2, 0.1], [-0.9, -0.2, 0.6], [0.0, -0.8, 0.1], [-0.1, 0.4, -0.1], [-0.1, -0.3, 0.3], [0.3, 0.0, -1.0], [0.9, 0.7, -0.5], [0.4, 0.2, -0.4], [0.0, -0.2, -0.3], [0.3, 0.2, 0.1], [-0.1, 0.4, -0.2], [0.0, -0.1, 0.1], [0.1, 0.0, 0.1], [-0.3, 0.2, 0.1], [0.2, 0.1, 0.4], [-0.1, -0.1, 0.2], [-0.4, -0.5, 0.4], [-0.3, 0.0, 0.2]],
  "lowdin_charge": [0.638, -0.364, -0.348, -0.375, -0.394, -0.133, -0.201, -0.221, -0.208, -0.038, -0.231, -0.247, -0.167, -0.128, 0.087, 0.084, 0.084, 0.120, 0.116, 0.112, 0.114, 0.085, 0.115, 0.115, 0.116, 0.131, 0.081, 0.080, 0.091, -0.249, -0.257, -0.061, -0.061, 0.094, 0.102, 0.119, 0.096, 0.079, 0.075, -0.068, -0.419, -0.191, -0.191, -0.145, 0.045, 0.069, 0.078, 0.076, 0.134, 0.123, 0.126, 0.087, 0.083, 0.084, 0.057, 0.041, -0.057, -0.419, -0.242, -0.189, -0.114, 0.046, 0.070, 0.073, 0.084, 0.136, 0.119, 0.126, 0.087, 0.084, 0.084, 0.025, 0.071, -0.060, -0.437, -0.221, -0.201, -0.111, 0.066, 0.076, 0.057, 0.075, 0.131, 0.123, 0.125, 0.081, 0.085, 0.084, 0.060, 0.039],
  "total_charge": -1,
  "homo_lumo_gap_ev": 8.62
}